[1]
Below is a molecular structure, C8H8F5MnN2SSe in a non-equilibrium geometry, with properties calculated with the ωB97M-V functional and the def2-TZVPD basis.

Calculated values
- HOMO (spin up / spin down) (Ha) = -0.09746 / -0.12080
- multiplicity = 6
- total charge = -1
- energy relative to the best compared isomer or geometry (same formula, charge and spin) (kJ/mol) = 57.0

```
26
C8H8F5MnN2SSe, DFT the ωB97M-V functional and the def2-TZVPD basis
Mn 1.1612 -0.4915 0.4853
N 3.3849 -0.7322 -0.3592
C 3.9996 0.5828 -0.5395
C 3.5230 1.5313 0.5675
N 2.0795 1.7202 0.4812
H 3.7380 -1.1601 0.5041
H 3.6165 -1.3439 -1.1389
H 3.6849 0.9752 -1.5108
H 5.1022 0.5356 -0.5178
H 4.0749 2.4803 0.4919
H 3.7310 1.0692 1.5401
H 1.8365 2.3545 -0.2757
H 1.7030 2.0933 1.3544
F -6.3187 -0.8232 0.3683
C -4.9994 -0.7788 0.0668
C -4.2865 -1.9553 -0.1690
F -4.9285 -3.1431 -0.0966
C -2.9492 -1.8968 -0.5053
F -2.3003 -3.0462 -0.7598
C -2.2463 -0.6848 -0.6012
Se -0.4569 -0.5848 -1.1723
C -2.9982 0.4788 -0.3693
F -2.3864 1.6758 -0.4716
C -4.3371 0.4436 -0.0428
F -5.0282 1.5895 0.1549
S 1.6017 -0.8889 2.5159
```



[2]
Below is 2 unconnected molecules or ions with the total composition C8H8FI in a non-equilibrium geometry, with properties calculated with the ωB97M-V functional and the def2-TZVPD basis.

Calculated values
- HOMO (spin up / spin down) (Ha) = -0.29205 / -0.29197

```
18
C8H8FI, DFT the ωB97M-V functional and the def2-TZVPD basis
C -0.6576 -1.9396 -1.7568
C -1.3544 -0.6213 -1.6471
C 0.1395 -2.1990 -0.7220
C -1.2824 0.2875 -0.6098
C 0.3199 -1.2775 0.3365
C -0.4175 -0.1129 0.4374
C 1.3482 2.2379 0.9246
C -0.2402 0.7130 1.5136
F -1.1216 1.6034 1.8440
I 3.2803 1.3919 0.7292
H -0.8400 -2.6126 -2.5845
H -2.0426 -0.4347 -2.4057
H 0.7842 -3.1253 -0.7737
H -1.6236 1.2485 -0.7101
H 1.0354 -1.3428 1.1357
H 1.0329 2.8277 -0.0009
H 1.3301 2.9396 1.8927
H 0.3096 0.4164 2.3970
```



[3]
Below is a gas-phase ion, C8H8FO4P (charge -2) in a non-equilibrium geometry, with properties calculated with the ωB97M-V functional and the def2-TZVPD basis.

Calculated values
- HOMO (Ha) = -0.01256
- SMILES = C[C@H](c1cccc([O-])c1F)[P@@](=O)([O-])O
- total charge = -2

```
22
C8H8FO4P, DFT the ωB97M-V functional and the def2-TZVPD basis
C 0.0178 -1.2540 -2.0423
C -0.6927 -0.7587 -3.1443
C 0.0828 -0.5847 -0.8336
C -0.3112 0.7148 -0.7768
C -1.3359 0.5159 -3.2110
C -0.9580 1.2662 -2.0510
C -0.6420 0.5389 1.8587
C 0.2691 1.2366 0.9007
O 2.8597 0.8232 0.0015
O 2.4619 1.8612 2.3463
O -2.0560 0.9087 -4.1654
O 2.0154 -0.6988 1.7646
F -1.2946 2.6198 -1.9116
P 2.0266 0.7596 1.3814
H 0.3943 -2.2957 -2.2033
H -0.8382 -1.4509 -3.9348
H 0.5974 -1.0469 -0.0072
H 2.7465 0.0325 -0.5158
H -1.6134 0.6257 1.3073
H -0.5955 0.9727 2.8817
H -0.2868 -0.4811 2.1441
H 0.0200 2.3367 1.0235
```



[4]
Below is a molecular structure, C8H8IN2S in a non-equilibrium geometry, with properties calculated with the ωB97M-V functional and the def2-TZVPD basis.

Calculated values
- HOMO (spin up / spin down) (Ha) = -0.42963 / -0.42959
- total charge = +1
- energy relative to the best compared isomer or geometry (same formula, charge and spin) (kJ/mol) = 313.0

```
20
C8H8IN2S, DFT the ωB97M-V functional and the def2-TZVPD basis
C 1.3718 1.8990 -0.4049
C 0.1064 2.4496 -0.3385
C 1.7083 0.5312 -0.0093
C 0.7085 -0.4057 0.2844
C -1.0708 0.3834 0.1891
C -2.1494 -0.4496 0.4275
C -2.0332 -1.8115 0.5266
C -0.9126 -2.5344 0.0022
N -1.0239 1.6808 -0.2220
N 3.0496 0.3579 0.1430
S 0.6628 -2.0388 0.7367
I -0.6903 -2.6287 -2.3582
H 2.2245 2.3850 -0.7931
H -0.1162 3.6053 -0.4739
H -3.1352 0.0021 0.9191
H -2.8851 -2.3184 0.9933
H -1.0728 -3.6835 0.3306
H -1.8807 2.0613 -0.3198
H 3.7795 1.0351 -0.2176
H 3.3588 -0.5200 0.5847
```



[5]
Below is C8H8INO4 in the gas phase in a non-equilibrium geometry, with properties calculated with the ωB97M-V functional and the def2-TZVPD basis.

Calculated values
- HOMO (Ha) = -0.33854
- SMILES = CC1=CC(=O)[C@H](I)C(=O)N1CC(=O)O
- energy relative to the best compared isomer or geometry (same formula, charge and spin) (kJ/mol) = 0.0

```
22
C8H8INO4, DFT the ωB97M-V functional and the def2-TZVPD basis
O 2.4103 2.6690 1.3506
O 1.1750 -1.7756 1.5382
O -2.3774 -2.9795 -0.7398
I 3.8412 -0.6028 -0.0273
O -0.7558 -1.7783 -1.8585
C 1.9366 1.7373 0.8004
C 1.0492 -0.6243 1.0338
C -1.4599 -2.1442 -0.7182
C 0.8343 1.8750 -0.0978
C -0.1782 0.9783 -0.2001
N -0.1338 -0.2201 0.4014
C -1.3364 1.4078 -0.9678
C 2.2562 0.2570 1.2051
C -1.2709 -1.2027 0.5031
H -0.8702 -2.5708 -2.3555
H 0.7633 2.8206 -0.6217
H -2.1612 1.4154 -0.2562
H -1.2179 2.4564 -1.4058
H -1.5741 0.6623 -1.7529
H 2.4647 0.2278 2.2521
H -2.1725 -0.6831 0.6005
H -1.2226 -1.9254 1.3162
```



[6]
Below is C8H8N2O in the gas phase in a non-equilibrium geometry, with properties calculated with the ωB97M-V functional and the def2-TZVPD basis.

Calculated values
- HOMO (spin up / spin down) (Ha) = -0.20203 / -0.32722
- multiplicity = 3
- energy relative to the best compared isomer or geometry (same formula, charge and spin) (kJ/mol) = 0.0

```
19
C8H8N2O, DFT the ωB97M-V functional and the def2-TZVPD basis
C 3.1800 -0.9476 -0.0324
C 1.8769 -0.4479 0.0210
C 1.4742 0.9639 -0.0611
C 0.7353 -1.2421 0.0253
C 0.0765 0.8719 0.0317
C 2.4106 2.0290 0.1343
C 0.6125 -2.7245 -0.0249
C -0.8835 1.9999 -0.1440
N 4.1948 -1.4948 -0.0165
N -0.3546 -0.4386 0.0409
O 3.5967 2.0794 -0.0483
H 1.8178 2.9926 0.5733
H 0.6394 -3.2889 0.8880
H -0.4710 -3.0325 -0.4275
H 1.5056 -3.0119 -0.6005
H -0.2581 2.7839 0.2691
H -1.2591 2.2318 -1.1011
H -1.7183 1.7309 0.4183
H -1.2125 -0.9097 0.2920
```



[7]
Below is C8H8N2O5 in the gas phase in a non-equilibrium geometry, with properties calculated with the ωB97M-V functional and the def2-TZVPD basis.

Calculated values
- HOMO (Ha) = -0.34173
- SMILES = C[C@@H](O)C1(c2cnc[nH]2)OC(=O)C(=O)O1
- energy relative to the best compared isomer or geometry (same formula, charge and spin) (kJ/mol) = 66.4

```
23
C8H8N2O5, DFT the ωB97M-V functional and the def2-TZVPD basis
C -2.1677 0.0016 1.2104
C -3.2021 -1.5076 0.1932
C -1.2612 -0.4877 0.3300
C 0.4757 2.1354 -1.0485
C 0.3928 1.1300 -2.1768
C 0.2363 0.0518 -0.1630
C 2.6732 -0.1131 0.1886
C 1.3501 -0.5588 0.7111
N -3.3675 -0.5951 1.1350
N -1.9088 -1.5084 -0.3496
O 0.5955 3.2894 -1.0192
O 0.4351 1.2261 -3.3227
O 0.3026 1.4605 0.1025
O 0.2639 -0.0660 -1.5669
O 1.1072 -0.0986 2.0097
H -1.9413 0.8531 1.8934
H -3.8844 -2.1655 -0.3821
H 2.7176 0.9762 0.1939
H 3.1399 -0.6257 -0.6715
H 3.4859 -0.4968 0.9274
H 1.2476 -1.6476 0.9070
H -1.3780 -2.0601 -0.9938
H 0.6876 0.8069 1.8920
```



[8]
Below is C8H8N2O5 in the gas phase in a non-equilibrium geometry, with properties calculated with the ωB97M-V functional and the def2-TZVPD basis.

Calculated values
- HOMO (spin up / spin down) (Ha) = -0.25881 / -0.25882
- energy relative to the best compared isomer or geometry (same formula, charge and spin) (kJ/mol) = 232.4

```
23
C8H8N2O5, DFT the ωB97M-V functional and the def2-TZVPD basis
C -1.3862 1.1435 1.8819
C -2.4741 0.4400 1.2906
C -0.2593 0.8674 1.2159
C -2.0449 -0.1457 0.1632
C 2.3253 0.7944 -0.9965
C 3.3165 0.1129 1.0928
C 1.5386 -0.5271 -1.0564
C 0.0717 -0.3777 -0.9709
N -0.6603 0.0564 -0.0305
N 3.2472 0.8813 -0.0031
O 2.1073 1.5516 -1.8987
O 3.4486 0.3362 2.2752
O 0.8977 1.3388 1.2174
O -2.8195 -0.7230 -0.8180
O -0.4483 -1.1160 -1.9776
H -1.4475 1.4130 2.9273
H -3.6140 0.4383 1.5657
H 1.7209 -0.8577 -2.0456
H 1.9878 -1.0141 -0.1537
H 3.5984 1.8556 0.2012
H 3.2480 -0.9324 0.9167
H -3.7459 -0.8252 -0.4905
H -1.4183 -1.0644 -2.0344
```



Q: Which M values were calculated for the entries above? A: 393.12; 250.05; 218.12; 291.14; 309.06; 148.17; 212.16; 212.16, in g mol⁻¹.